# 1
Density functional theory data (ωB97M-V/def2-TZVPD) for a molecular structure, BrMg.

## Properties
charge: +1
HOMO: -15.3 eV
E_LUMO: -7.988 eV

Each line ends with the Mulliken charge.
Atoms and positions in Å:
Mg  -10.13677  13.01981  -9.02357  1.04
Br  -9.48996  14.73963  -10.44943  -0.04


# 2
Density functional theory data (ωB97M-V/def2-TZVPD) for a molecular structure, BrMg.

## Properties
charge: +1
HOMO: -15.4 eV
E_LUMO: -7.945 eV

Each line ends with the Mulliken charge.
Atoms and positions in Å:
Mg  21.99385  -20.15013  15.97916  1.02
Br  20.24760  -20.08424  14.50267  -0.02


# 3
Density functional theory data (ωB97M-V/def2-TZVPD) for a molecular structure, BrMn2.

## Properties
charge: +3
multiplicity: 11
HOMO (alpha / beta): -25.0 / -25.1 eV
E_LUMO (alpha / beta): -16.189 / -15.868 eV

Each line ends with the Mulliken charge.
Atoms and positions in Å:
Mn  1.09115  -2.16730  -0.66679  1.47
Mn  -1.13749  2.14056  0.66653  1.47
Br  0.04634  0.02675  0.00026  0.06


# 4
Density functional theory data (ωB97M-V/def2-TZVPD) for a molecular structure, BrNO3Pb2 in a non-equilibrium geometry.

## Properties
charge: +2
HOMO: -15.8 eV
E_LUMO: -11.364 eV

Each line ends with the Mulliken charge.
Atoms and positions in Å:
Pb  4.64700  3.48000  -21.49100  1.31
Pb  8.00700  5.67400  -24.62100  1.43
Br  7.06700  4.55700  -22.20200  -0.14
N  7.15000  1.09900  -21.94600  0.86
O  6.84200  0.74900  -23.13000  -0.51
O  6.20000  1.80300  -21.44200  -0.52
O  8.28200  1.12200  -21.54300  -0.43


# 5
Density functional theory data (ωB97M-V/def2-TZVPD) for BrO2P in the gas phase in a non-equilibrium geometry.

## Properties
multiplicity: 3
HOMO (alpha / beta): -9.4 / -10.0 eV
E_LUMO (alpha / beta): 0.005 / -4.626 eV

Each line ends with the Mulliken charge.
Atoms and positions in Å:
O  -0.14060  -0.78557  0.01848  -0.27
O  -0.53988  1.76751  -0.48195  -0.41
P  -0.73635  0.36008  -0.77463  0.52
Br  1.41683  -1.34202  1.23810  0.16


# 6
Density functional theory data (ωB97M-V/def2-TZVPD) for a gas-phase ion, BrO3S (charge -1).

## Properties
charge: -1
HOMO: -5.8 eV
E_LUMO: 3.650 eV
SMILES: O=S(=O)([O-])Br

Each line ends with the Mulliken charge.
Atoms and positions in Å:
O  0.45842  -1.08524  0.96704  -0.55
S  0.28105  -0.02886  0.00173  0.97
O  0.55874  -0.37586  -1.36992  -0.55
O  0.71000  1.28651  0.41815  -0.55
Br  -2.00822  0.20345  -0.01701  -0.34